Version A
Computed, not measured: 2 unconnected molecules or ions with the total composition C2H8N2O, with wB97M-V/def2-TZVPD.

HOMO-LUMO gap (eV): 9.62
SMILES string: N/C=C/N.O
E_HOMO (eV): -8.69

Each line ends with the Mulliken charge.
Element x y z (Å)
N (1.0069, -1.1895, 0.2995)  -0.6484
C (-0.3838, -0.8534, 0.2567)  -0.1924
C (-0.9140, 0.3015, -0.1347)  -0.3010
N (-2.3610, 0.3770, -0.1700)  -0.6014
H (1.3558, -1.3745, -0.6226)  0.2580
H (1.0259, -2.0901, 0.8383)  0.2775
H (-0.9574, -1.3877, 1.0036)  0.2544
H (-0.3892, 1.2723, -0.3491)  0.3317
H (-2.7048, 1.2432, 0.2997)  0.2694
H (-2.6129, 0.4511, -1.1827)  0.2568
O (2.1564, 1.1638, -0.2720)  -0.7064
H (2.6379, 1.2233, 0.5831)  0.3561
H (1.6592, 0.3511, -0.0324)  0.4457

Version B
Computed, not measured: 2 unconnected molecules or ions with the total composition C2H8N2O, with wB97M-V/def2-TZVPD.

HOMO-LUMO gap (eV): 10.45
SMILES string: NC=O.CN
E_HOMO (eV): -9.57

Each line ends with the Mulliken charge.
Element x y z (Å)
N (1.4853, -0.0975, -0.6394)  -0.4417
C (1.5785, -1.2336, 0.1286)  0.1320
O (0.6625, -1.9350, 0.4819)  -0.5075
H (0.5186, 0.2681, -0.6344)  0.3744
H (2.1297, 0.6193, -0.3463)  0.2895
H (2.5976, -1.2711, 0.5683)  0.2701
C (-2.0317, 1.3760, 0.6895)  -0.6096
N (-1.2400, 1.2158, -0.6259)  -0.6882
H (-1.6612, 2.1704, 1.4011)  0.2556
H (-3.0287, 1.5426, 0.2505)  0.2741
H (-1.9367, 0.3656, 1.2383)  0.1948
H (-0.9607, 2.1358, -1.0095)  0.2342
H (-1.9318, 0.9771, -1.3235)  0.2222

It is version A that is the least stable of them.

Version A
Computed, not measured: 2 unconnected molecules or ions with the total composition C2H8N2O, with wB97M-V/def2-TZVPD.

HOMO-LUMO gap (eV): 8.39
SMILES string: N/C=C/N.O
E_HOMO (eV): -7.57

Each line ends with the Mulliken charge.
Element x y z (Å)
N (0.9915, 1.0279, -2.5308)  -0.4945
C (0.3520, 1.3845, -1.2422)  -0.2267
C (0.3991, 0.4957, -0.2270)  -0.2000
N (0.4152, 0.8980, 1.1397)  -0.5679
H (0.5955, 0.2366, -2.9343)  0.2015
H (0.8451, 1.8974, -2.9754)  0.2634
H (-0.2296, 2.3239, -1.1350)  0.2797
H (0.1917, -0.5394, -0.4507)  0.2672
H (1.3092, 1.0829, 1.6277)  0.2133
H (-0.0159, 0.3652, 1.8582)  0.2630
O (-1.2716, -2.9972, 2.1075)  -0.6088
H (-1.4385, -3.3861, 2.9275)  0.2981
H (-2.1438, -2.7896, 1.8351)  0.3119

Version B
Computed, not measured: 2 unconnected molecules or ions with the total composition C2H8N2O, with wB97M-V/def2-TZVPD.

HOMO-LUMO gap (eV): 9.82
SMILES string: NC=O.CN
E_HOMO (eV): -8.90

Each line ends with the Mulliken charge.
Element x y z (Å)
N (1.7450, 0.5208, 0.4592)  -0.5010
C (1.0728, 1.7733, 0.6052)  0.0477
O (0.0006, 1.9897, 0.1366)  -0.3961
H (2.7488, 0.6827, 0.3616)  0.2791
H (1.6439, -0.0120, 1.3197)  0.2380
H (1.6233, 2.5422, 1.1871)  0.3370
C (-1.0703, -1.2462, -1.0939)  -0.7307
N (-1.2861, -0.9702, 0.3221)  -0.5110
H (-1.8891, -0.9131, -1.7390)  0.2633
H (-0.8833, -2.3055, -1.2457)  0.3080
H (-0.1835, -0.6950, -1.4109)  0.2664
H (-1.3787, 0.0291, 0.4494)  0.1772
H (-2.1433, -1.3958, 0.6485)  0.2220

Version C
Computed, not measured: a molecular structure, C2H8N2O, with wB97M-V/def2-TZVPD.

HOMO-LUMO gap (eV): 8.35
E_HOMO (eV): -7.49

Each line ends with the Mulliken charge.
Element x y z (Å)
C (0.3731, 0.9045, -0.1375)  -0.4337
C (-0.7500, 0.5298, -1.0569)  -0.2375
N (0.6535, -0.6017, 0.9838)  -0.4507
N (-0.5947, -0.9282, -1.1467)  -0.8793
O (0.2263, -0.5652, 2.3621)  -0.3786
H (-0.7389, -0.6480, 2.3320)  0.3308
H (1.6652, -0.6990, 1.0543)  0.2434
H (0.0577, -1.1292, -1.9054)  0.1788
H (-0.0290, -1.2611, 0.1127)  0.4731
H (1.3363, 0.9634, -0.6360)  0.2958
H (0.2013, 1.6207, 0.6591)  0.3098
H (-1.7204, 0.7583, -0.6038)  0.2560
H (-0.6804, 1.0557, -2.0178)  0.2920

It is version C that is the least stable of them.

Version A
Computed, not measured: 2 unconnected molecules or ions with the total composition CH3ClIN, with wB97M-V/def2-TZVPD.

HOMO-LUMO gap (eV): 10.40
SMILES string: C=NCl.I
E_HOMO (eV): -9.69

Each line ends with the Mulliken charge.
Element x y z (Å)
C (-1.5822, -1.4241, -0.6151)  -0.1624
N (-0.8229, -0.7924, 0.1756)  -0.2467
Cl (-0.0339, 0.6885, -0.3003)  -0.0789
H (-1.5031, -1.0591, -1.7098)  0.1929
H (-1.9729, -2.4151, -0.4708)  0.2846
I (2.9016, 1.7116, 1.2438)  -0.0865
H (3.0133, 3.2906, 1.6766)  0.0971

Version B
Computed, not measured: 2 unconnected molecules or ions with the total composition CH3ClIN, with wB97M-V/def2-TZVPD.

HOMO-LUMO gap (eV): 8.70
SMILES string: C=NCl.I
E_HOMO (eV): -9.67

Each line ends with the Mulliken charge.
Element x y z (Å)
C (0.5732, 0.4351, 0.4356)  -0.6186
N (-0.3808, -0.2590, 0.9756)  -0.1717
Cl (-1.8999, 0.6428, 1.0963)  -0.0880
H (0.5032, 1.5431, 0.2373)  0.3400
H (1.4431, -0.2160, 0.3773)  0.5143
I (-0.3982, -1.8961, -1.8607)  -0.0913
H (0.1595, -0.2499, -1.2613)  0.1154

It is version B that is the least stable of them.

Version A
Computed, not measured: 2 unconnected molecules or ions with the total composition C5H7NO3, with wB97M-V/def2-TZVPD.

HOMO-LUMO gap (eV): 8.64
SMILES string: COC=C=O.CN=C=O
E_HOMO (eV): -8.16

Each line ends with the Mulliken charge.
Element x y z (Å)
C (-2.1824, -1.9831, 0.0785)  -0.8119
O (-0.9338, -1.9680, -0.5207)  -0.3687
C (0.0842, -1.3802, 0.1990)  -0.5074
C (-0.0190, -0.9417, 1.4263)  0.6582
O (0.1515, -0.6879, 2.5290)  -0.3637
H (-2.1719, -2.6530, 0.9293)  0.3692
H (-2.8027, -2.4879, -0.5544)  0.2814
H (-2.5967, -0.9076, 0.2650)  0.2743
H (1.0383, -1.3245, -0.2499)  0.4363
C (0.7022, 2.6715, -0.6280)  -0.7552
N (1.4400, 1.5144, -0.6829)  -0.1194
C (2.4743, 0.9431, -0.5977)  0.5718
O (3.3503, 0.1636, -0.4689)  -0.5024
H (-0.4895, 2.5011, -0.5909)  0.1887
H (0.9509, 3.2333, 0.3225)  0.3098
H (1.0043, 3.3070, -1.4561)  0.3390

Version B
Computed, not measured: C5H7NO3 in the gas phase, with wB97M-V/def2-TZVPD.

HOMO-LUMO gap (eV): 8.00
SMILES string: C=C(O)[C@@H](N)C(O)=C=O
E_HOMO (eV): -8.12

Each line ends with the Mulliken charge.
Element x y z (Å)
C (-1.7765, 0.4173, -0.6528)  -0.9729
C (-1.0364, -0.0745, 0.3555)  0.6728
O (-1.6044, -0.7194, 1.4296)  -0.5296
C (0.6153, -0.6751, 0.0487)  -0.4162
N (0.9669, -1.3604, -1.1114)  -0.4351
C (1.2493, 0.6370, 0.2653)  0.1066
O (2.5472, 0.9398, -0.1002)  -0.5248
C (0.3740, 1.4964, 0.8133)  0.4508
O (-0.0302, 2.5494, 1.1772)  -0.4652
H (-2.8625, 0.4305, -0.6332)  0.2780
H (-1.2938, 0.9649, -1.4528)  0.3238
H (-2.5590, -0.8197, 1.2957)  0.3472
H (0.6317, -1.3461, 0.9123)  0.3615
H (0.5661, -1.0643, -1.9919)  0.2295
H (1.0927, -2.3600, -1.0374)  0.2392
H (3.1195, 0.9842, 0.6820)  0.3346

It is version B that is the least stable of them.

Version A
Computed, not measured: C3H6O in the gas phase, with wB97M-V/def2-TZVPD.

HOMO-LUMO gap (eV): 10.88
SMILES string: CCC=O
E_HOMO (eV): -9.91

Each line ends with the Mulliken charge.
Element x y z (Å)
C (0.8497, -0.0744, -0.7600)  -1.0597
C (-0.5543, -0.2454, -0.2104)  -0.2368
C (-0.6522, 0.3132, 1.2084)  -0.0267
O (0.2489, 0.1446, 2.0193)  -0.4783
H (0.9481, -0.4188, -1.8063)  0.3248
H (1.6010, -0.5974, -0.1371)  0.2822
H (1.1441, 0.9843, -0.7623)  0.3006
H (-1.2564, 0.2696, -0.8894)  0.2471
H (-0.8292, -1.2764, -0.2314)  0.2667
H (-1.4996, 0.9009, 1.5692)  0.3802

Version B
Computed, not measured: 2 unconnected molecules or ions with the total composition C3H6O, with wB97M-V/def2-TZVPD.

HOMO-LUMO gap (alpha / beta) (eV): 8.00 / 7.84
E_HOMO (alpha / beta) (eV): -8.96 / -8.84

Each line ends with the Mulliken charge.
Element x y z (Å)
C (0.2812, 0.1886, 0.2335)  0.5484
C (-0.0137, -1.2098, 0.5277)  -0.9405
C (-0.4122, 1.0324, -0.6852)  -0.9163
O (1.8328, 0.9972, 1.1133)  -0.5850
H (0.6659, -1.8333, -0.0510)  0.2789
H (0.1188, -1.4168, 1.5051)  0.3518
H (-1.0666, -1.5309, 0.1430)  0.2772
H (-1.4300, 0.8586, -0.6992)  0.3846
H (0.1499, 0.8794, -1.6597)  0.2685
H (-0.1261, 2.0346, -0.4274)  0.3324

Version C
Computed, not measured: C3H6O in the gas phase, with wB97M-V/def2-TZVPD.

HOMO-LUMO gap (eV): 9.51
SMILES string: C=COC
E_HOMO (eV): -8.49

Each line ends with the Mulliken charge.
Element x y z (Å)
C (1.4627, 0.7927, -1.0990)  -0.8570
C (0.2831, 0.2973, -0.6130)  0.1943
O (0.0626, 0.0310, 0.5969)  -0.2904
C (-0.9906, -0.5689, 1.1042)  -0.7017
H (1.5398, 0.9407, -2.1059)  0.3275
H (2.1831, 1.1721, -0.2803)  0.1957
H (-0.4248, -0.1053, -1.2596)  0.3007
H (-1.7209, -0.0068, 1.5772)  0.3208
H (-1.6762, -1.0860, 0.3426)  0.2708
H (-0.7188, -1.4669, 1.7369)  0.2394

It is version B that is the least stable of them.

Version A
Computed, not measured: a molecular structure, C3H6O, with wB97M-V/def2-TZVPD.

HOMO-LUMO gap (eV): 10.78
E_HOMO (eV): -9.65

Each line ends with the Mulliken charge.
Element x y z (Å)
C (-0.4226, 0.6195, -0.1201)  -0.3565
C (1.0174, 0.2740, 0.0497)  -0.2948
C (-0.6305, -0.8233, 0.0456)  -0.2657
H (-1.0816, 1.3187, 0.5748)  0.2375
H (-0.6124, 0.9622, -1.1117)  0.1905
H (1.7494, 0.7181, -0.6849)  0.2362
H (1.4780, 0.4809, 1.0329)  0.1956
H (-0.8394, -1.1672, 1.0948)  0.2186
H (-1.4752, -1.2647, -0.7009)  0.2330
O (0.8169, -1.1183, -0.1802)  -0.3944

Version B
Computed, not measured: C3H6O in the gas phase, with wB97M-V/def2-TZVPD.

HOMO-LUMO gap (eV): 10.79
SMILES string: OC1CC1
E_HOMO (eV): -9.64

Each line ends with the Mulliken charge.
Element x y z (Å)
O (1.5798, -0.6865, -0.2246)  -0.5223
C (0.3083, -0.2781, -0.6489)  -0.0015
C (-0.1851, 0.9733, 0.0221)  -0.4744
C (-0.7819, -0.4034, 0.3512)  -0.5384
H (1.5518, -0.6868, 0.7424)  0.3068
H (0.1546, -0.5271, -1.6941)  0.3511
H (-0.8822, 1.7214, -0.3411)  0.2407
H (0.6299, 1.4369, 0.5791)  0.2145
H (-1.7703, -0.5971, -0.0636)  0.2295
H (-0.6048, -0.9527, 1.2774)  0.1941

Version C
Computed, not measured: a molecular structure, C3H6O, with wB97M-V/def2-TZVPD.

HOMO-LUMO gap (eV): 10.79
E_HOMO (eV): -9.63

Each line ends with the Mulliken charge.
Element x y z (Å)
C (0.1612, -0.7333, -0.3198)  -0.4124
C (0.7294, 0.2142, 0.8530)  -0.3251
C (-0.7527, 0.4493, -0.5360)  -0.2940
H (0.8647, -0.6910, -1.2191)  0.1777
H (-0.3127, -1.7317, -0.1854)  0.3041
H (0.4259, -0.1329, 1.9074)  0.2222
H (1.8244, 0.3211, 0.8438)  0.2573
H (-1.2139, 0.7140, -1.5671)  0.2863
H (-1.7511, 0.1938, -0.0011)  0.1729
O (0.0247, 1.3966, 0.2242)  -0.3890

It is version C that is the least stable of them.

Version A
Computed, not measured: a molecular structure, C3H6O, with wB97M-V/def2-TZVPD.

HOMO-LUMO gap (eV): 10.96
E_HOMO (eV): -9.82

Each line ends with the Mulliken charge.
Element x y z (Å)
C (-0.3742, 0.0382, -0.7867)  -0.3129
C (0.8994, 0.5405, -0.0119)  -0.3332
C (-0.6636, -0.6059, 0.6478)  -0.3280
H (-1.1578, 0.9292, -0.9579)  0.2049
H (-0.1930, -0.6461, -1.7411)  0.2592
H (1.9131, -0.1250, -0.0121)  0.2047
H (1.3772, 1.6779, -0.2889)  0.2164
H (-1.7500, -0.6037, 1.0235)  0.2505
H (-0.2327, -1.7246, 0.8631)  0.2055
O (0.1816, 0.5196, 1.2642)  -0.3671

Version B
Computed, not measured: C3H6O in the gas phase, with wB97M-V/def2-TZVPD.

HOMO-LUMO gap (eV): 10.80
SMILES string: CCC=O
E_HOMO (eV): -9.78

Each line ends with the Mulliken charge.
Element x y z (Å)
C (0.8342, 0.9822, -1.3162)  -1.1697
C (-0.2164, 0.4733, -0.3124)  -0.1974
C (0.0204, -0.6072, 0.6200)  0.0843
O (-0.7545, -1.0866, 1.4042)  -0.4804
H (0.9359, 0.1874, -2.1824)  0.2671
H (0.2252, 1.6606, -1.7278)  0.3902
H (1.7010, 1.4050, -1.0122)  0.4084
H (-1.1118, 0.0374, -0.8232)  0.2147
H (-0.6340, 1.3794, 0.2386)  0.2700
H (1.0903, -1.0661, 0.3248)  0.2128

Version C
Computed, not measured: C3H6O in the gas phase, with wB97M-V/def2-TZVPD.

HOMO-LUMO gap (eV): 10.74
SMILES string: CCC=O
E_HOMO (eV): -9.79

Each line ends with the Mulliken charge.
Element x y z (Å)
C (1.1663, -0.0829, -0.4269)  -1.0326
C (-0.3452, 0.2316, -0.3265)  -0.1881
C (-1.0575, -0.0547, 0.9521)  -0.0339
O (-0.6919, -0.7833, 1.8425)  -0.4914
H (1.7567, 0.6368, 0.1686)  0.2821
H (1.5609, 0.0044, -1.4474)  0.3204
H (1.4373, -1.0676, -0.0332)  0.3015
H (-0.5723, 1.2240, -0.7310)  0.3272
H (-1.1440, -0.3735, -0.8055)  0.2258
H (-2.1103, 0.2651, 0.8073)  0.2889

Version D
Computed, not measured: 2 unconnected molecules or ions with the total composition C3H6O, with wB97M-V/def2-TZVPD.

HOMO-LUMO gap (eV): 10.21
SMILES string: C=C=O.C
E_HOMO (eV): -9.37

Each line ends with the Mulliken charge.
Element x y z (Å)
C (-1.1932, -1.2260, -0.1189)  -0.8726
C (-0.2951, -1.1969, 0.8505)  0.6738
O (0.3773, -1.4170, 1.7820)  -0.3718
H (-1.4994, -0.4056, -0.7562)  0.2913
H (-1.8612, -2.0275, 0.1201)  0.2873
C (0.8976, 1.2565, -0.3732)  -0.9177
H (0.5252, 1.2004, 0.6538)  0.2155
H (0.5117, 2.1601, -0.8496)  0.2719
H (1.9866, 1.2613, -0.3695)  0.2668
H (0.5506, 0.3948, -0.9389)  0.1555

It is version A that is the least stable of them.